Record 1
16
Properties=species:S:1:pos:R:3 method="wB97M-V/def2-TZVPD" spin_multiplicity=2 charge=+1 fmax_ev_per_a=1.9 homo_lumo_gap_ev="13.838 / 5.115" total_energy_ev=-4331.08808 e_above_lowest_kj_mol=13.88 mol_weight_g_mol=60.1
C -1.4971 -0.4158 -0.3380
C -2.5707 -1.3918 0.0306
H -1.8629 0.5626 -0.7000
H -0.8206 -0.1277 0.5331
H -0.8989 -0.7817 -1.1776
H -3.0429 -1.1060 0.9660
H -2.2507 -2.4325 0.0900
H -3.3440 -1.2490 -0.7489
C 1.3208 0.9844 0.0779
C 2.7649 0.8359 0.2165
H 0.7201 0.2262 0.7168
H 0.9461 1.8977 0.5960
H 0.9378 0.9660 -0.9398
H 3.2880 1.5091 -0.4848
H 3.1167 -0.1863 -0.0631
H 3.1276 0.9550 1.2392


Record 2
16
Properties=species:S:1:pos:R:3 method="wB97M-V/def2-TZVPD" spin_multiplicity=2 charge=+1 fmax_ev_per_a=5.5 homo_lumo_gap_ev="13.686 / 4.704" total_energy_ev=-4330.27464 e_above_lowest_kj_mol=92.36 mol_weight_g_mol=60.1
C 1.5166 1.3751 -0.8332
C 0.9052 1.6668 0.5088
H 2.6382 1.1374 -0.7854
H 1.0229 0.3265 -1.1296
H 1.3973 2.0959 -1.6275
H -0.1863 1.4169 0.5686
H 1.2113 2.7697 0.7358
H 1.4813 1.1419 1.4088
C -0.6223 -1.8000 -0.2447
C -1.8315 -1.1950 0.6120
H -0.8601 -2.5932 -0.9874
H -0.2345 -0.9974 -0.9274
H 0.2012 -2.1566 0.3580
H -1.5644 -0.5098 1.3361
H -2.3633 -2.0430 0.9805
H -2.5515 -0.8695 -0.1878